Molecular formula: C26H21Br4N3O4SiV
Method: DFT, ωB97M-V/def2-TZVPD

total energy: -353692.6810 eV
Kohn-Sham gap (spin up / spin down): 4.56 / 4.48 eV
maximum force: 0.82 eV Å⁻¹
total charge: +1
lowest unoccupied orbital energy (spin up / spin down): -5.88 / -5.97 eV
HOMO energy (spin up / spin down): -10.447 / -10.447 eV

Positions of all 60 atoms, in Å:
1 V -0.767 0.197 -0.283
2 O 5.980 -0.060 1.009
3 C 5.495 -0.234 -0.117
4 O 5.963 -0.557 -1.218
5 C 3.962 -0.053 -0.153
6 C 3.216 -0.111 1.019
7 C 1.844 -0.015 0.948
8 N 1.234 0.120 -0.235
9 C 1.933 0.283 -1.370
10 C 3.304 0.177 -1.362
11 C 1.064 0.615 -2.513
12 C 1.510 0.917 -3.785
13 C 0.586 1.280 -4.751
14 C -0.762 1.336 -4.428
15 C -1.149 1.020 -3.143
16 N -0.255 0.660 -2.210
17 C 0.894 0.007 2.078
18 C 1.274 0.275 3.379
19 C 0.288 0.371 4.346
20 C -1.046 0.217 3.986
21 C -1.358 -0.001 2.663
22 N -0.404 -0.107 1.722
23 H 3.756 -0.217 1.952
24 H 3.911 0.237 -2.257
25 H 2.567 0.877 -4.007
26 H 0.919 1.525 -5.751
27 H -1.507 1.620 -5.156
28 H -2.188 1.042 -2.841
29 H 2.318 0.414 3.619
30 H 0.554 0.587 5.372
31 H -1.839 0.284 4.717
32 H -2.383 -0.097 2.329
33 Br -2.828 6.645 0.629
34 C -2.753 4.800 0.346
35 C -3.945 4.077 0.099
36 Br -5.598 4.951 0.051
37 C -3.896 2.706 -0.111
38 Br -5.388 1.630 -0.453
39 C -2.654 2.094 -0.060
40 O -2.422 0.763 -0.269
41 C -1.474 2.788 0.165
42 O -0.364 2.041 0.140
43 C -1.515 4.163 0.378
44 Br 0.108 5.037 0.684
45 C 1.369 -3.327 1.019
46 Si -0.360 -3.253 0.346
47 C -1.651 -3.236 1.688
48 C -0.689 -4.644 -0.838
49 C -0.511 -1.696 -0.775
50 H 1.601 -4.359 1.291
51 H 1.498 -2.719 1.916
52 H 2.111 -3.011 0.283
53 H -1.827 -4.259 2.027
54 H -2.609 -2.850 1.330
55 H -1.344 -2.659 2.560
56 H -0.689 -5.598 -0.307
57 H 0.081 -4.695 -1.611
58 H -1.658 -4.539 -1.330
59 H -1.588 -1.590 -1.087
60 H 0.080 -1.870 -1.674